(1)
32
Properties=species:S:1:pos:R:3:forces:R:3:nbo_charge:R:1 method="wB97M-V/def2-TZVPD" e_above_lowest_kcal_mol=11.7 orbital_gap_ev=8.389 total_energy_ha=-1195.91921 smiles=c1ccc(CSc2ccc(-c3ccccn3)nn2)nc1 max_force_ha_per_bohr=0.112
C -5.308994 0.780837 3.578058 -1.916 -0.606 1.996 -0.260
C -4.671796 -0.342896 3.149536 2.081 0.320 -1.917 -0.164
C -3.463219 -0.127986 2.435727 -1.439 3.254 2.480 -0.228
C -2.934841 1.195526 2.390242 -0.931 0.165 -0.629 0.186
C -1.643722 1.547912 1.602449 -1.466 0.594 0.343 -0.546
S -2.073029 1.469355 -0.222359 -0.009 -0.416 0.865 0.263
C -0.536438 0.831384 -0.761919 -0.189 -0.429 -0.675 -0.001
C 0.643864 1.437713 -0.411419 3.401 -2.802 -1.026 -0.226
C 1.822941 0.722907 -0.826850 -1.265 1.921 0.316 -0.165
C 1.759537 -0.377499 -1.761093 -2.698 3.721 3.471 0.183
C 2.957471 -0.905540 -2.276915 3.633 -2.395 -1.194 0.097
C 2.885434 -2.130058 -2.965182 2.326 -0.507 0.519 -0.196
C 4.114041 -2.810781 -3.188679 -2.311 -0.302 -1.590 -0.163
C 5.292365 -2.140436 -3.036657 1.512 -1.121 -0.948 -0.256
C 5.319230 -0.892972 -2.486082 -2.200 0.349 0.768 0.037
N 4.189415 -0.329695 -1.997978 -0.853 -0.067 -0.700 -0.406
N 0.548642 -0.876451 -1.997651 -1.041 0.828 0.055 -0.219
N -0.579663 -0.272967 -1.481317 1.278 -1.394 -1.023 -0.230
N -3.631675 2.279665 2.861456 1.299 -1.218 0.621 -0.426
C -4.731850 2.027154 3.571152 -1.292 1.667 -1.578 0.037
H -6.305944 0.643683 4.024395 0.518 0.298 -0.022 0.215
H -5.072161 -1.337368 3.243747 -0.225 -0.077 -0.007 0.222
H -2.942037 -0.904458 2.051389 1.626 -2.284 -1.277 0.213
H -0.772495 0.934522 1.923830 -0.652 0.373 -0.620 0.240
H -1.499624 2.629345 1.758611 0.355 -0.626 0.395 0.244
H 0.728640 2.267680 0.240039 -0.026 0.725 0.373 0.228
H 2.759333 1.149182 -0.441406 -0.198 -0.569 -0.594 0.239
H 1.984952 -2.623019 -3.262192 -0.581 0.133 0.179 0.242
H 4.056807 -3.795726 -3.719493 0.261 0.936 0.744 0.221
H 6.221868 -2.563353 -3.456105 -0.501 0.109 0.534 0.220
H 6.268376 -0.400468 -2.429762 0.109 0.682 0.409 0.200
H -5.385425 2.914803 3.892428 1.396 -1.261 -0.268 0.199

---

(2)
49
Properties=species:S:1:pos:R:3:forces:R:3:nbo_charge:R:1 method="wB97M-V/def2-TZVPD" e_above_lowest_kcal_mol=0.0 orbital_gap_ev=10.141 total_energy_ha=-4971.12155 max_force_ha_per_bohr=0.008
N -1.114155 0.876293 2.121043 -0.255 0.274 -0.078 -0.866
C -2.368555 0.124130 2.055989 0.033 0.050 0.053 -0.220
C -2.335503 -1.024554 1.022451 0.010 0.217 -0.081 -0.443
C -1.014295 -1.371222 0.379948 0.102 -0.366 0.087 0.059
O -0.610313 -0.381896 -0.617102 -0.048 0.031 0.083 -0.712
S 0.977008 -0.300493 -0.716722 -0.109 -0.015 0.064 2.563
O 1.384853 0.917119 -0.108692 0.126 0.018 -0.069 -0.910
O 1.412997 -0.649081 -2.019312 0.034 0.041 0.069 -0.899
O 1.273960 -1.530145 0.251341 0.149 -0.004 0.061 -0.699
C 0.231015 -1.507805 1.251298 0.086 0.141 -0.177 -0.022
Br 0.239653 -3.111694 2.271302 0.042 -0.119 -0.024 0.073
H -1.001940 1.464623 1.301668 0.046 -0.037 0.001 0.367
H -1.107626 1.489964 2.928227 -0.037 -0.088 0.077 0.391
H -3.230407 0.761743 1.828718 -0.003 -0.050 0.033 0.178
H -2.549276 -0.294883 3.046865 0.071 0.010 -0.016 0.203
H -2.690428 -1.954041 1.473400 -0.043 0.070 0.021 0.236
H -3.018434 -0.801327 0.199197 0.006 -0.082 0.021 0.229
H -1.116840 -2.318580 -0.157761 -0.059 0.054 -0.038 0.208
H 0.390413 -0.661376 1.911942 -0.149 -0.146 0.021 0.266
O 0.917543 0.020871 6.558354 -0.038 0.019 -0.035 -0.939
S 0.614066 1.376435 6.209211 0.160 -0.015 0.034 2.391
O -0.474312 1.629543 5.311454 -0.080 0.038 -0.044 -0.958
O 1.928374 2.080658 5.674820 -0.087 -0.010 0.053 -0.725
C 2.703332 1.368333 4.668145 0.114 -0.103 -0.056 -0.076
C 2.019509 1.392891 3.323917 -0.038 -0.014 -0.026 -0.650
C 0.402238 2.346385 7.659564 -0.019 -0.001 0.004 -0.885
H 2.875021 0.351455 5.021768 -0.033 0.012 0.039 0.203
H 3.655626 1.893244 4.656563 -0.039 0.058 0.014 0.198
H 1.098745 0.810802 3.342161 0.070 0.027 -0.022 0.227
H 2.676848 0.981901 2.556819 0.018 -0.003 0.019 0.230
H 1.764045 2.415111 3.045015 0.022 0.004 -0.042 0.220
H 1.244460 2.171647 8.322777 -0.001 -0.001 -0.008 0.254
H -0.526775 2.014198 8.117767 0.001 0.000 0.000 0.255
H 0.333142 3.391482 7.370295 -0.006 -0.002 0.001 0.255
O -0.494672 -2.823884 -5.947790 0.000 0.007 -0.003 -0.946
S -0.962201 -1.470312 -5.883067 0.012 -0.040 -0.021 2.386
O -2.214599 -1.147611 -6.498322 0.006 0.028 0.016 -0.943
O 0.172062 -0.508340 -6.437196 -0.063 0.017 -0.022 -0.723
C 0.771431 -0.855692 -7.712896 0.105 -0.048 -0.036 -0.076
C -0.110130 -0.486122 -8.884311 -0.038 0.012 0.026 -0.641
C -0.960718 -0.902423 -4.223497 -0.017 0.013 0.046 -0.896
H 1.013320 -1.918669 -7.700646 -0.024 -0.002 0.014 0.203
H 1.702107 -0.292495 -7.719758 -0.019 0.022 0.018 0.195
H -1.012280 -1.094518 -8.912606 0.006 -0.005 0.003 0.229
H 0.446005 -0.641964 -9.809779 -0.004 0.001 -0.004 0.216
H -0.405521 0.561248 -8.825626 0.020 0.002 -0.014 0.217
H 0.000300 -1.112676 -3.763369 -0.022 -0.010 -0.051 0.276
H -1.760089 -1.442811 -3.719901 0.001 -0.001 -0.004 0.247
H -1.169003 0.164542 -4.223665 -0.010 -0.005 -0.006 0.252

---

(3)
54
Properties=species:S:1:pos:R:3:forces:R:3:nbo_charge:R:1 method="wB97M-V/def2-TZVPD" e_above_lowest_kcal_mol=87.5 orbital_gap_ev="6.122 / 4.326" spin_multiplicity=6 total_energy_ha=-3345.54407 max_force_ha_per_bohr=0.081 total_charge=+2
C 0.382448 -0.156391 -2.615724 0.250 -0.371 -2.677 -0.748
I -2.517200 -0.021970 -1.426001 -2.675 -0.174 -1.108 0.303
H 1.455652 -0.143526 -2.821765 -0.399 0.043 0.329 0.271
H -0.087449 0.663416 -3.170932 -0.097 0.004 0.399 0.233
H -0.024033 -1.096763 -3.004367 -0.091 0.155 0.268 0.229
Fe -0.126515 0.002675 -0.751789 3.209 -0.111 2.663 0.799
P -0.069021 2.293242 -0.607810 0.491 3.095 0.340 0.946
C -1.592065 3.240397 -0.243999 -0.177 -0.323 -0.261 -0.949
C 1.060729 3.022050 0.635051 0.117 -0.447 0.152 -0.930
H 1.091174 4.109967 0.505673 -0.075 -0.214 -0.076 0.261
H 0.668940 4.142342 -1.974763 -0.056 -0.361 -0.082 0.269
H 2.064576 2.603300 0.509108 -0.191 0.146 0.045 0.272
H 1.556908 2.628574 -2.369189 -0.266 0.148 0.030 0.269
H -1.845026 3.123487 0.816891 0.038 0.100 -0.252 0.250
H 0.697436 2.789364 1.641097 0.083 0.053 -0.177 0.247
C 0.571943 3.058768 -2.140275 -0.137 -0.253 -0.100 -0.939
H -1.401184 4.300375 -0.470747 -0.137 -0.346 0.125 0.273
H -0.118430 2.869006 -2.972477 0.223 0.178 0.119 0.249
H -2.419876 2.864731 -0.864392 0.176 0.381 0.228 0.245
P 0.008368 -2.262751 -0.361490 0.670 -2.823 0.606 0.999
C -1.512424 -3.094570 0.217193 -0.117 0.275 -0.284 -0.953
C 0.567524 -3.260803 -1.790769 -0.191 0.278 -0.110 -0.948
H 2.195542 -2.406357 0.704119 -0.239 -0.156 0.063 0.274
H 1.253162 -3.927073 0.864394 -0.053 0.243 -0.040 0.260
H 0.870309 -2.521060 1.901533 0.079 -0.076 -0.232 0.247
C 1.205520 -2.831904 0.905452 0.077 0.463 0.109 -0.932
H 1.508003 -2.844414 -2.182191 -0.277 -0.187 0.136 0.270
H 0.732435 -4.292141 -1.446044 -0.084 0.322 -0.170 0.270
H -1.277376 -4.153376 0.390790 -0.118 0.270 -0.051 0.273
H -2.295728 -2.995520 -0.545977 0.125 -0.197 0.306 0.254
H -0.195996 -3.247573 -2.580056 0.244 -0.138 0.123 0.250
H -1.852864 -2.634798 1.153749 0.055 -0.129 -0.191 0.247
Cl 2.191787 0.050638 -0.561919 0.367 0.066 0.437 -0.413
C 1.722906 -0.004344 3.965571 0.211 -0.132 -0.334 -0.425
N 0.269401 0.137436 3.997951 -0.384 -0.118 -0.861 -0.419
C -0.262525 0.725543 5.209932 -0.138 0.245 0.967 -0.416
C -0.461773 0.120250 2.834624 0.646 0.014 0.868 0.660
N 0.155016 0.108074 1.660998 -0.292 -0.076 -0.592 -0.884
N -1.824514 0.116080 2.939911 0.413 -0.053 -0.865 -0.403
C -2.572060 -0.335252 4.087569 -0.496 -0.315 0.691 -0.414
C -2.601134 0.275722 1.738401 0.169 0.452 -0.077 -0.402
H 2.085361 -0.098761 4.994739 -0.107 -0.104 -0.367 0.249
H 2.216295 0.875740 3.514421 -0.128 -0.234 0.134 0.205
H 2.006280 -0.906533 3.401930 0.018 0.279 0.252 0.214
H -0.961845 1.542263 4.992653 0.243 -0.187 0.082 0.211
H -0.758632 -0.030268 5.836884 0.200 0.426 -0.071 0.217
H 0.575526 1.136843 5.789462 -0.364 -0.039 -0.237 0.235
H 1.167404 0.155997 1.818771 -0.493 0.032 -0.515 0.411
H -2.789019 0.502565 4.759710 -0.049 -0.381 0.006 0.227
H -3.529467 -0.717943 3.724696 0.153 0.002 0.139 0.226
H -2.065742 -1.148028 4.621508 -0.100 0.290 -0.130 0.227
H -3.002631 1.295934 1.630677 0.020 -0.358 0.016 0.220
H -1.899945 0.088063 0.909545 -0.350 0.170 0.154 0.185
H -3.404372 -0.463321 1.683170 0.008 0.175 0.074 0.229

---

(4)
16
Properties=species:S:1:pos:R:3:forces:R:3:nbo_charge:R:1 method="wB97M-V/def2-TZVPD" e_above_lowest_kcal_mol=46.5 orbital_gap_ev=10.437 total_energy_ha=-363.01140 smiles="C[C@@H](O)CC(N)=O" max_force_ha_per_bohr=0.081
C 1.312993 -0.015677 1.709854 -0.109 0.067 0.278 -0.625
C 0.617842 -0.027630 0.381420 0.102 2.207 0.299 0.117
O 1.010571 -1.153636 -0.406417 0.942 1.560 -0.997 -0.750
C -0.862859 0.251599 0.361933 -0.186 0.088 0.233 -0.534
C -1.450465 0.463229 -1.035270 -0.075 0.016 0.071 0.672
N -1.122279 -0.501743 -1.934694 -0.086 0.120 -0.047 -0.842
O -2.170097 1.412789 -1.288196 0.182 -0.224 0.009 -0.613
H 0.907195 -0.776149 2.380758 -0.054 0.052 -0.020 0.218
H 1.177129 0.977463 2.140807 0.124 -0.109 0.277 0.217
H 2.379710 -0.221176 1.569221 -0.224 0.115 0.038 0.225
H 1.098727 0.857598 -0.242128 -0.959 -0.195 1.533 0.114
H 1.367053 -0.301802 -0.844705 0.829 -3.739 -1.685 0.501
H -1.406786 -0.558947 0.858221 0.031 0.019 0.013 0.234
H -1.010740 1.178111 0.917491 -0.291 -0.079 -0.010 0.241
H -1.420620 -0.391034 -2.891165 -0.030 -0.001 0.134 0.401
H -0.427374 -1.192994 -1.677129 -0.197 0.104 -0.125 0.423